ORCA calculation (ωB97M-V/def2-TZVPD) on a structure of composition C23H17Cl3CuN3O7S4.

- net charge = -2
- maximum force (eV/A) = 0.6
- spin multiplicity = 1
- Kohn-Sham gap (eV) = 4.71
- lowest unoccupied orbital energy (Eh) = 0.1321
- ΔE to the lowest compared entry with this formula, charge and spin (kcal per mole) = 14.74

XYZ file:
```
58
Properties=species:S:1:pos:R:3:forces:R:3
Cu 0.079 -0.122 -0.769 0.12 -0.30 0.56
Cl 2.509 7.872 2.891 0.00 0.00 -0.01
C 2.537 6.993 1.383 0.00 0.02 0.04
C 1.560 6.054 1.115 -0.12 -0.09 -0.04
C 1.603 5.368 -0.090 -0.04 0.01 0.03
C 2.604 5.610 -1.026 -0.02 0.01 -0.07
C 2.657 4.798 -2.301 0.05 0.09 0.01
C 3.643 3.628 -2.128 0.07 0.00 0.05
N 3.162 2.682 -1.157 0.01 -0.12 0.04
C 3.342 2.690 0.214 -0.09 -0.08 0.00
C 2.488 1.745 0.703 -0.07 0.23 -0.07
N 1.775 1.185 -0.328 0.07 -0.12 0.17
C 2.208 1.750 -1.416 0.15 0.06 -0.16
O 1.355 4.349 -2.562 -0.09 0.04 0.04
C 1.113 3.872 -3.875 0.01 -0.05 0.00
C -0.307 3.407 -3.919 0.14 -0.02 0.01
C -1.316 4.056 -4.552 -0.11 0.03 0.00
Cl -1.201 5.516 -5.469 -0.01 0.00 0.00
S -2.836 3.292 -4.338 -0.08 0.00 -0.06
C -2.116 2.056 -3.386 -0.12 0.00 0.01
C -0.786 2.240 -3.247 0.11 -0.05 0.08
C 3.565 6.561 -0.711 0.00 0.03 0.06
Cl 4.866 6.917 -1.832 0.01 -0.01 -0.01
C 3.551 7.265 0.483 0.02 -0.04 -0.08
H 0.767 5.846 1.822 0.02 0.01 0.02
H 0.848 4.622 -0.307 -0.02 0.02 0.03
H 3.020 5.425 -3.126 -0.01 0.03 -0.01
H 4.604 4.031 -1.809 0.05 -0.06 -0.01
H 3.796 3.107 -3.074 -0.02 0.01 -0.02
H 4.028 3.370 0.693 0.00 -0.04 -0.01
H 2.330 1.443 1.725 -0.01 0.03 -0.03
H 1.906 1.464 -2.414 0.07 -0.01 0.09
H 1.781 3.040 -4.127 0.00 -0.02 0.04
H 1.284 4.676 -4.598 0.00 0.03 -0.04
H -2.706 1.252 -2.973 0.01 0.05 -0.02
H -0.174 1.551 -2.678 -0.01 0.01 -0.09
H 4.309 8.003 0.699 0.00 0.00 -0.01
O -1.878 5.440 0.613 0.01 0.02 -0.05
S -1.790 4.242 1.416 0.03 -0.08 0.14
O -1.271 4.435 2.755 0.02 0.04 -0.05
N -1.043 3.047 0.649 -0.08 0.01 -0.04
C -1.865 2.013 0.414 0.09 -0.08 -0.07
O -1.609 0.948 -0.155 0.07 0.04 -0.10
C -3.266 2.237 0.931 -0.09 0.07 0.04
C -4.343 1.373 0.863 -0.10 -0.01 0.01
C -5.551 1.791 1.413 0.05 -0.02 -0.03
C -5.670 3.044 2.014 0.01 -0.03 -0.01
C -4.582 3.906 2.081 0.05 0.03 -0.01
C -3.393 3.471 1.528 0.03 0.02 -0.02
H -4.224 0.404 0.395 0.00 0.01 0.01
H -6.414 1.137 1.376 0.01 0.00 0.00
H -6.622 3.345 2.435 0.02 0.00 -0.01
H -4.659 4.881 2.545 0.00 -0.02 0.00
O 2.336 -2.620 -2.917 -0.01 0.06 0.02
S 1.025 -2.125 -2.507 -0.08 -0.07 0.05
O 0.943 -0.627 -2.677 -0.07 0.04 -0.14
O -0.083 -2.779 -3.198 0.06 0.03 -0.02
S 0.776 -2.388 -0.458 -0.11 0.21 -0.26
```
Positions in Å, forces in eV/Å.